A cluster of 2 separate species, C5H15NO in total, computed with ωB97M-V with the def2-TZVPD basis set.

Last column: Mulliken charge in e.
CARTESIAN COORDINATES (ANGSTROEM)
C (0.9845, 0.9878, -0.0847)  -1.083
C (0.3112, 0.1906, 0.9458)  -0.346
N (-1.0474, -0.5196, 0.4907)  -0.219
C (-1.3868, -1.7199, 1.3241)  -0.936
C (-2.0749, 0.6311, 0.8318)  -0.368
C (-2.0591, 1.7809, -0.2473)  -1.139
H (0.9438, 0.4936, -1.1529)  0.249
H (0.4027, 2.0098, -0.2057)  0.107
H (1.9065, 1.2094, 0.2819)  0.446
H (0.2034, 0.8278, 1.8790)  0.259
H (0.9228, -0.6840, 1.2354)  0.452
H (-1.1013, -1.5393, 2.3910)  0.333
H (-1.0106, -2.7586, 0.8806)  0.247
H (-2.4453, -1.9480, 1.2475)  0.394
H (-1.9794, 0.9710, 1.9317)  0.269
H (-3.0714, -0.0562, 0.9180)  0.361
H (-1.2462, 2.3947, 0.1260)  0.290
H (-3.0625, 2.1190, -0.0477)  0.389
H (-1.9880, 1.5098, -1.3065)  0.293
O (5.5699, -1.6173, -3.6388)  -0.655
H (5.7677, -2.4774, -3.1910)  0.327
H (5.4606, -1.8052, -4.6089)  0.328

Calculated values
Relative energy (zero: lowest compared OMol25 entry of this formula, charge and spin) (kJ/mol): 311.34
Calculated total energy (eV): -8963.1318
Multiplicity: 1
Net charge: 0
Structure (SMILES): CCN(C)CC.O
Orbital gap (Ha): 0.3614
Strongest force on any atom (eV/Å): 5.7
HOMO (eV): -8.817